No. 1
The following is a DFT calculation (ωB97M-V/def2-TZVPD) of the ion C9H12N3 with charge +1 at a distorted geometry.

```
24
Properties=species:S:1:pos:R:3:lowdin_charge:R:1
C 2.165 0.501 3.616 -0.066
C 2.667 0.977 2.439 -0.100
C 0.933 -0.208 3.508 -0.057
C 2.108 0.824 1.150 0.005
C 0.312 -0.221 2.294 -0.018
C 0.890 0.151 1.021 -0.295
C 0.486 -0.310 -1.207 -0.105
C -0.570 -0.668 -2.234 -0.052
C -2.862 -0.464 -3.326 0.050
N -2.462 0.641 -1.283 0.282
N 0.126 -0.230 0.012 0.060
N -1.975 0.025 -2.181 -0.177
H 2.738 0.774 4.611 0.157
H 3.597 1.650 2.590 0.141
H 0.475 -0.557 4.398 0.100
H 2.608 1.301 0.372 0.088
H -0.493 -0.878 2.209 0.089
H 1.415 0.100 -1.615 0.135
H -1.908 0.513 -0.419 0.118
H -0.183 -0.391 -3.220 0.120
H -0.815 -1.840 -2.293 0.186
H -3.144 -1.432 -2.884 0.116
H -2.342 -0.457 -4.288 0.105
H -3.764 0.200 -3.270 0.121
```

SMILES	[H]/N=[N+](/C)C/C=N/c1ccccc1
relative energy (zero: lowest compared OMol25 entry of this formula, charge and spin)	384.44	kJ/mol
charge	+1

***

No. 2
The following is a DFT calculation (ωB97M-V/def2-TZVPD) of a cluster of 2 separate species, C13H16F9IN5O3 in total at a distorted geometry.

```
47
Properties=species:S:1:pos:R:3:lowdin_charge:R:1
C 2.258 -0.237 2.702 -0.042
C 0.777 -0.240 2.803 -0.407
N 0.206 -1.167 3.461 0.140
C -0.046 0.838 2.122 -0.144
N -0.656 0.347 0.892 0.063
C -1.230 1.358 0.101 -0.468
N -2.501 1.726 0.312 0.055
C -3.394 1.153 1.285 -0.169
C -3.417 1.862 2.609 -0.244
N -2.906 3.001 2.794 0.111
N -0.508 1.967 -0.816 -0.255
I -1.622 2.373 -2.673 0.921
C 0.776 1.314 -1.208 -0.241
C 0.617 0.025 -2.010 -0.105
C 1.584 -1.070 -1.590 -0.439
F 1.760 -1.185 -0.250 0.102
F 2.803 -0.776 -2.107 0.138
C 1.205 -2.446 -2.162 -0.345
F 0.819 -2.294 -3.444 0.155
F 2.265 -3.290 -2.184 0.144
C 0.050 -3.185 -1.402 -0.334
F -0.778 -3.742 -2.309 0.152
F -0.692 -2.361 -0.641 0.142
C 0.530 -4.354 -0.493 -0.534
F 0.885 -5.426 -1.194 0.185
F 1.495 -3.960 0.337 0.184
F -0.529 -4.713 0.274 0.146
H 2.721 0.583 3.247 0.085
H 2.608 -0.184 1.676 0.070
H 2.629 -1.163 3.126 0.077
H -0.806 -1.036 3.426 0.038
H -0.743 1.254 2.851 0.101
H 0.624 1.650 1.846 0.129
H -1.280 -0.433 1.044 0.112
H -2.881 2.462 -0.258 0.054
H -3.251 0.087 1.428 0.112
H -4.398 1.261 0.874 0.128
H -3.909 1.328 3.426 0.109
H -3.060 3.269 3.763 0.051
H 1.290 2.019 -1.872 0.033
H 1.445 1.186 -0.368 0.113
H -0.387 -0.394 -1.955 0.094
H 0.831 0.228 -3.054 0.124
C 2.241 3.110 -3.623 -0.938
O 2.994 3.765 -4.371 -0.052
O 2.636 2.182 -2.811 -0.132
O 0.946 3.310 -3.601 -0.219
```

energy	-59888.899	eV
charge	-1

***

No. 3
The following is a DFT calculation (ωB97M-V/def2-TZVPD) of a cluster of 13 separate species, C44H123N9O13 in total at a distorted geometry.

```
189
Properties=species:S:1:pos:R:3:lowdin_charge:R:1
C 11.076 17.724 3.703 -0.055
C 11.041 18.661 2.488 -0.446
C 10.564 17.817 1.309 -0.047
O 10.007 19.656 2.681 -0.081
H 10.103 17.263 3.880 0.087
H 11.224 18.311 4.622 0.080
H 11.895 17.012 3.601 0.078
H 12.016 19.124 2.311 0.117
H 9.555 17.472 1.529 0.085
H 11.199 16.935 1.184 0.063
H 10.627 18.329 0.344 0.071
H 10.218 20.139 3.492 0.096
C 15.212 20.911 -4.645 -0.065
C 16.606 21.417 -4.885 -0.464
C 17.634 20.761 -3.959 -0.056
O 16.978 21.080 -6.265 -0.064
H 14.928 20.982 -3.594 0.077
H 15.182 19.835 -4.851 0.076
H 14.519 21.405 -5.326 0.073
H 16.699 22.507 -4.818 0.113
H 17.615 19.676 -4.059 0.078
H 17.418 21.006 -2.908 0.082
H 18.646 21.137 -4.122 0.077
H 17.854 21.449 -6.412 0.078
C 12.808 18.674 -6.311 -0.045
C 11.419 18.511 -6.922 -0.391
C 11.463 17.909 -8.316 -0.211
O 12.287 18.592 -9.227 -0.170
C 11.854 19.884 -9.550 -0.108
N 10.625 17.609 -5.977 0.064
H 13.374 17.742 -6.302 0.090
H 12.799 19.112 -5.308 0.059
H 13.419 19.410 -6.862 0.080
H 10.853 19.450 -7.001 0.109
H 10.448 17.753 -8.712 0.117
H 11.874 16.893 -8.264 0.134
H 10.784 19.933 -9.798 0.094
H 12.431 20.208 -10.413 0.091
H 12.035 20.591 -8.728 0.066
H 11.244 16.801 -5.853 0.077
H 10.814 18.125 -5.111 0.041
C 11.528 23.518 1.900 -0.064
C 11.655 23.227 0.400 -0.427
C 12.924 22.418 0.107 -0.227
O 12.754 21.139 0.641 -0.195
C 13.852 20.303 0.388 -0.116
N 10.428 22.581 -0.045 0.062
H 12.494 23.799 2.335 0.075
H 11.165 22.638 2.432 0.063
H 10.844 24.350 2.051 0.074
H 11.813 24.204 -0.069 0.131
H 13.783 22.963 0.528 0.126
H 13.077 22.372 -0.986 0.115
H 13.954 20.165 -0.703 0.075
H 13.660 19.279 0.724 0.060
H 14.792 20.649 0.831 0.097
H 10.401 21.637 0.339 0.055
H 10.436 22.468 -1.070 0.024
C 12.982 25.062 -3.191 -0.048
C 13.670 24.250 -4.279 -0.445
C 12.860 24.164 -5.562 -0.217
O 11.617 23.512 -5.368 -0.250
C 11.146 22.949 -6.599 -0.075
N 15.013 24.739 -4.573 0.055
H 13.687 25.239 -2.378 0.078
H 12.146 24.476 -2.805 0.063
H 12.655 26.044 -3.543 0.081
H 13.693 23.211 -3.929 0.119
H 13.441 23.705 -6.373 0.122
H 12.676 25.194 -5.929 0.135
H 10.167 22.504 -6.420 0.072
H 11.825 22.154 -6.922 0.078
H 10.991 23.731 -7.352 0.098
H 14.988 25.621 -5.076 0.080
H 15.523 24.081 -5.149 0.045
C 15.575 16.279 -3.374 -0.050
C 16.477 15.924 -2.191 -0.416
C 15.784 16.196 -0.860 -0.201
O 14.509 15.582 -0.848 -0.245
C 13.807 15.894 0.334 -0.095
N 16.876 14.522 -2.296 0.046
H 15.404 17.358 -3.468 0.064
H 14.605 15.802 -3.282 0.046
H 16.087 16.066 -4.312 0.086
H 17.345 16.588 -2.192 0.137
H 15.595 17.280 -0.752 0.127
H 16.397 15.859 -0.013 0.128
H 14.410 15.588 1.199 0.098
H 12.921 15.263 0.332 0.084
H 13.602 16.963 0.422 0.063
H 17.421 14.266 -1.469 0.075
H 16.038 13.952 -2.157 0.062
C 10.672 14.176 -1.978 -0.041
C 11.733 13.111 -1.764 -0.407
C 11.319 11.768 -2.330 -0.240
O 10.257 11.295 -1.565 -0.172
C 9.713 10.120 -2.113 -0.112
N 13.007 13.545 -2.412 0.046
H 10.258 14.141 -2.986 0.088
H 11.128 15.148 -1.766 0.064
H 9.825 14.062 -1.301 0.081
H 11.949 12.987 -0.694 0.138
H 12.194 11.104 -2.270 0.127
H 11.009 11.882 -3.377 0.134
H 9.295 10.326 -3.110 0.092
H 8.937 9.750 -1.450 0.087
H 10.449 9.317 -2.274 0.089
H 13.691 12.773 -2.386 0.088
H 13.512 14.117 -1.714 0.047
C 5.608 20.825 -4.286 -0.043
C 4.765 21.769 -3.414 -0.438
C 3.337 21.877 -3.915 -0.225
O 3.152 22.436 -5.178 -0.159
C 3.861 23.608 -5.420 -0.122
N 4.700 21.278 -2.017 0.044
H 5.088 19.898 -4.548 0.091
H 6.495 20.525 -3.726 0.052
H 5.916 21.329 -5.207 0.069
H 5.339 22.700 -3.356 0.123
H 2.773 22.368 -3.109 0.127
H 2.995 20.841 -3.982 0.127
H 3.464 24.050 -6.330 0.093
H 4.943 23.480 -5.478 0.046
H 3.685 24.352 -4.622 0.100
H 5.654 20.953 -1.808 0.038
H 4.240 20.358 -2.103 0.076
C 5.034 19.194 1.116 -0.056
C 6.540 19.092 1.221 -0.457
C 7.259 20.035 0.294 -0.211
O 7.046 19.817 -1.084 -0.235
C 7.342 18.483 -1.475 -0.083
N 6.955 19.319 2.618 0.042
H 4.589 18.693 1.977 0.077
H 4.680 18.689 0.215 0.072
H 4.670 20.223 1.099 0.084
H 6.839 18.054 1.040 0.125
H 8.338 20.101 0.496 0.108
H 6.938 21.060 0.509 0.138
H 6.483 17.837 -1.268 0.091
H 8.223 18.067 -0.967 0.087
H 7.602 18.470 -2.534 0.081
H 6.587 20.207 2.955 0.075
H 7.971 19.394 2.707 0.032
C 7.584 23.806 -5.570 -0.064
C 8.309 25.123 -5.736 -0.426
C 7.367 26.296 -5.781 -0.236
O 6.393 26.071 -6.758 -0.187
C 5.326 26.974 -6.635 -0.113
N 9.224 25.314 -4.582 0.054
H 6.882 23.832 -4.731 0.073
H 8.215 22.930 -5.407 0.046
H 7.007 23.607 -6.479 0.086
H 8.890 25.087 -6.671 0.133
H 7.926 27.213 -6.032 0.130
H 6.908 26.462 -4.796 0.135
H 4.699 26.938 -7.526 0.089
H 5.683 28.012 -6.594 0.090
H 4.729 26.702 -5.760 0.087
H 10.048 24.717 -4.713 0.036
H 9.673 26.234 -4.682 0.074
C 9.438 20.303 -4.298 -0.048
C 10.057 20.740 -2.957 -0.364
C 11.343 20.036 -2.541 -0.196
O 11.364 18.651 -2.818 -0.172
C 12.614 18.128 -2.389 -0.096
N 10.254 22.216 -3.051 0.056
H 10.183 20.361 -5.098 0.067
H 8.509 20.821 -4.513 0.055
H 9.134 19.250 -4.251 0.064
H 9.249 20.570 -2.231 0.125
H 11.541 20.230 -1.477 0.106
H 12.171 20.567 -3.061 0.124
H 12.672 18.196 -1.295 0.065
H 13.491 18.598 -2.846 0.076
H 12.652 17.060 -2.611 0.082
H 9.353 22.579 -3.348 0.069
H 10.922 22.425 -3.799 0.049
C 13.911 13.827 -5.908 -0.155
O 13.065 14.708 -5.165 -0.175
H 13.412 12.864 -6.035 0.072
H 14.111 14.296 -6.871 0.073
H 14.895 13.713 -5.440 0.071
H 13.099 14.419 -4.241 0.003
C 7.860 18.993 -7.745 -0.229
O 7.914 18.352 -6.539 -0.135
H 6.840 19.295 -7.981 0.077
H 8.482 19.906 -7.790 0.066
H 8.200 18.409 -8.616 0.068
H 8.827 17.990 -6.386 0.035
```

relative energy (zero: lowest compared OMol25 entry of this formula, charge and spin)	90.93	kJ/mol

***

No. 4
The following is a DFT calculation (ωB97M-V/def2-TZVPD) of a cluster of 2 separate species, C4H12N2O in total at a distorted geometry.

```
19
Properties=species:S:1:pos:R:3:lowdin_charge:R:1
C 1.036 1.290 0.520 -0.342
O 1.545 0.431 -0.569 -0.227
C 2.096 1.975 1.347 -0.094
H 0.426 0.569 1.156 0.113
H 0.344 1.959 0.018 0.084
H 1.656 2.804 1.920 0.076
H 2.981 2.268 0.798 0.073
H 2.337 1.245 2.118 0.068
C -2.167 -0.131 -0.823 -0.138
N 0.340 -2.589 -0.352 0.070
C -0.869 -2.166 -0.326 -0.331
N -1.104 -1.014 -0.985 -0.125
H -1.897 0.701 -0.151 0.072
H -3.229 -0.353 -0.625 0.090
H -2.199 0.354 -1.836 0.101
H 0.868 -0.531 -0.831 0.167
H 0.176 -3.469 0.174 0.049
H -1.656 -2.562 0.353 0.140
H -0.684 -0.783 -1.905 0.154
```

SMILES	[H]/N=C/NC.CCO
relative energy (zero: lowest compared OMol25 entry of this formula, charge and spin)	359.74	kJ/mol